[1]
Here is C5H12N4S as an isolated structure in a non-equilibrium geometry from the Open Molecules 2025 dataset. Energies are from wB97M-V/def2-TZVPD.

Last column: natural (NBO) charge in e.
CARTESIAN COORDINATES (ANGSTROEM)
C -0.5894 0.0924 -0.6661  0.1742
C -1.9397 0.2977 -1.3270  -0.6893
C 1.2953 1.7082 2.5080  -0.6305
C -0.6795 -2.4325 -0.3853  -0.3980
C 0.9519 0.4514 1.6635  -0.5498
N 1.5064 -0.1307 -2.0820  -0.0361
N 1.1495 -1.1955 -1.5815  -0.0399
N 0.7511 0.9476 -1.7521  -0.5091
N 0.0068 -1.2340 -0.7919  -0.3706
S -0.6435 0.8923 0.9449  0.2360
H -2.0378 1.3335 -1.2309  0.2336
H -2.6559 -0.4647 -0.8951  0.2259
H -1.8812 0.0108 -2.3614  0.2232
H 1.1518 2.6455 2.0525  0.2216
H 0.7127 1.8043 3.4650  0.2161
H 2.4429 1.8282 2.9014  0.2144
H 0.0864 -3.0398 -0.0063  0.2236
H -1.4487 -2.0171 0.2269  0.2147
H -1.0522 -2.7432 -1.3188  0.1978
H 0.8215 -0.4959 2.2940  0.2220
H 1.6621 0.1944 0.8390  0.2463
H 0.3893 1.5473 -2.4968  0.3740

HOMO level	-8.08	eV
total charge	0
energy relative to the best compared isomer or geometry (same formula, charge and spin)	103.3	kcal per mole
HOMO-LUMO gap	8.835	eV
spin multiplicity	1
largest force on an atom	0.1063	hartree/bohr

[2]
Here is C5H12NO as an isolated structure in a non-equilibrium geometry from the Open Molecules 2025 dataset. Energies are from wB97M-V/def2-TZVPD.

Last column: natural (NBO) charge in e.
CARTESIAN COORDINATES (ANGSTROEM)
C -3.7001 0.4281 0.1144  -0.4041
N -3.3061 -0.6252 -0.8059  -1.1534
C 1.1027 0.1312 0.0122  -0.1506
C 2.2901 -0.5346 0.2258  -0.1505
C 3.4518 0.3819 0.6700  -0.0461
O 3.8134 1.0420 -0.4457  -0.8967
C -0.1722 -0.3978 -0.5569  -0.6818
H -2.8394 0.8991 0.6454  0.0698
H -4.2601 1.2174 -0.3927  0.1397
H -4.3578 0.0790 0.9376  0.1213
H -3.3192 -1.4845 -0.2511  0.2667
H 1.1420 1.2013 0.1834  0.2440
H 2.0586 0.1121 -0.8644  0.4172
H 2.3808 -1.6006 0.0744  0.2276
H 4.2501 -0.2523 1.1159  0.1153
H 3.0333 1.0119 1.4867  0.0997
H -0.1521 -0.3235 -1.6384  0.2470
H -0.3577 -1.4325 -0.2865  0.2301
H -1.0582 0.1470 -0.2243  0.3046

HOMO level	-1.50	eV
total charge	-1
energy relative to the best compared isomer or geometry (same formula, charge and spin)	128.6	kcal per mole
HOMO-LUMO gap	4.569	eV
spin multiplicity	1
largest force on an atom	0.0269	hartree/bohr

[3]
Here is C5H12NO as an isolated structure in a non-equilibrium geometry from the Open Molecules 2025 dataset. Energies are from wB97M-V/def2-TZVPD.

Last column: natural (NBO) charge in e.
CARTESIAN COORDINATES (ANGSTROEM)
C -0.6002 1.6738 1.8946  -0.4469
N -1.3939 1.1962 0.7310  -0.5957
C 1.4755 -0.0177 -1.5900  -0.6047
C -0.0679 0.1230 -1.3883  -0.3957
C -0.4101 -0.2545 0.0911  -0.3418
C -0.3005 -1.9035 0.1974  0.0646
O 0.7901 -2.5401 -0.1435  -0.8539
H -0.3672 0.8205 2.4979  0.1850
H 0.5043 2.1028 1.5940  0.1142
H -1.0511 2.4474 2.5284  0.1894
H -1.4643 -0.1505 0.6472  0.3809
H 1.7125 -1.0195 -2.0744  0.2304
H 2.0351 0.1723 -0.6361  0.2045
H 1.7056 0.7652 -2.2573  0.1736
H -0.8268 -0.4370 -2.0794  0.1942
H -0.2751 1.2224 -1.5339  0.1991
H 0.4523 0.0073 0.6381  0.1975
H -1.2447 -2.2656 -0.4271  0.0560
H -0.6738 -1.9426 1.3102  0.0491

HOMO level	-3.16	eV
total charge	-1
energy relative to the best compared isomer or geometry (same formula, charge and spin)	129.3	kcal per mole
HOMO-LUMO gap	7.275	eV
spin multiplicity	1
largest force on an atom	0.0739	hartree/bohr

[4]
Here is C5H12NO as an isolated structure in a non-equilibrium geometry from the Open Molecules 2025 dataset. Energies are from wB97M-V/def2-TZVPD.

Last column: natural (NBO) charge in e.
CARTESIAN COORDINATES (ANGSTROEM)
C 1.0461 0.8780 -0.6556  -0.2506
N 1.1861 0.5516 0.8653  -0.8375
C -0.0452 0.7925 1.5937  -0.2077
C -1.2810 -0.0766 0.9291  -0.4828
C -2.1508 0.8130 0.1136  0.2368
O -3.0455 0.3391 -0.7640  -0.6846
C 0.9211 -0.4340 -1.4058  -0.6305
H 1.9206 1.5582 -1.0483  0.1575
H 0.1490 1.4546 -0.8111  0.1305
H 2.1491 -3.8816 0.0769  -0.0442
H -0.4294 1.8465 1.5344  0.1119
H 0.0593 0.3386 2.6829  0.1729
H -1.8057 -0.8583 1.4916  0.2464
H -1.1855 0.0191 -0.2650  0.3173
H -2.3252 1.9576 0.4047  0.1539
H 2.1654 -3.0849 -0.0447  0.0375
H 0.7233 -0.2363 -2.4908  0.1676
H 0.0883 -1.0468 -0.9566  0.2041
H 1.8599 -0.9303 -1.2502  0.2013

HOMO level	-1.71	eV
total charge	-1
energy relative to the best compared isomer or geometry (same formula, charge and spin)	139.0	kcal per mole
HOMO-LUMO gap	5.880	eV
spin multiplicity	1
largest force on an atom	0.1387	hartree/bohr

Which of these has the lowest HOMO-LUMO gap? number 2